Record 1
{"formula": "C6H10O3P", "method": "ωB97M-V/def2-TZVPD", "elements": ["C", "C", "C", "C", "C", "C", "O", "O", "O", "P", "H", "H", "H", "H", "H", "H", "H", "H", "H", "H"], "coordinates": [[1.4144, -0.4388, 2.0034], [0.0098, -1.2299, -0.3766], [0.3921, -0.6399, -1.4991], [0.6062, -1.5983, -2.6629], [0.7747, 0.8827, -1.5328], [-2.1116, 2.4518, 1.4051], [1.5164, -2.3752, -2.4104], [0.0455, -1.3022, -3.7108], [-0.9628, -1.4256, 2.0958], [-0.1618, -0.2889, 1.2549], [1.5910, -0.9490, 2.9140], [2.2402, -0.0158, 1.4451], [-0.0817, -2.3904, -0.1685], [0.0414, 1.3481, -0.8880], [1.6875, 0.9047, -1.1834], [0.7444, 1.3224, -2.5951], [-2.0815, 2.6895, 0.4198], [-1.2015, 2.5569, 1.9492], [-3.0695, 2.6302, 1.8579], [-1.3930, -2.1323, 1.6823]], "forces_ev_per_angstrom": [[-0.19, 0.39, -1.27], [-0.33, -0.61, 2.54], [-0.26, 0.34, 0.23], [1.13, 2.37, 0.14], [-5.27, -1.87, -3.61], [-0.34, 0.00, 2.03], [1.07, -2.12, -0.02], [-1.25, -0.13, -1.43], [-0.01, 1.09, 2.33], [0.50, -0.78, -1.33], [0.12, -0.31, 0.77], [0.14, 0.08, 0.21], [0.24, 2.38, -0.94], [0.10, 0.63, 0.18], [4.81, 0.63, 1.93], [-0.09, -0.80, 1.60], [0.25, 0.37, -2.93], [0.24, -0.09, 0.44], [-0.13, -0.25, 0.47], [-0.73, -1.33, -1.36]], "total_energy_ha": -801.57138, "orbital_gap_ev": [7.08, 6.71], "total_charge": -1}



Record 2
{"formula": "C6H10O3S", "method": "ωB97M-V/def2-TZVPD", "elements": ["C", "C", "C", "C", "C", "C", "O", "O", "O", "S", "H", "H", "H", "H", "H", "H", "H", "H", "H", "H"], "coordinates": [[-0.8302, 0.3829, -0.7382], [0.2505, 1.4120, -0.7863], [-0.2362, -0.8513, -0.0455], [0.1203, 2.4757, 0.3023], [-0.7406, -0.9907, 1.3512], [-0.2628, -2.1931, -0.7255], [-1.9334, 0.5764, -1.1877], [2.2553, -0.5391, -1.2746], [2.0819, 0.3345, 1.1009], [1.4820, -0.0442, -0.1942], [0.4753, 1.8337, -1.8288], [-0.9774, 2.4539, 0.6930], [0.5047, 3.4415, 0.0568], [0.6981, 2.1825, 1.2493], [-1.7891, -1.2895, 1.4027], [-0.6876, -0.0662, 1.8780], [-0.0430, -1.7071, 1.8302], [-1.1280, -2.4875, -1.3946], [0.2840, -2.8426, -0.0522], [0.4762, -2.0818, -1.6368]], "forces_ev_per_angstrom": [[-0.82, 0.31, -1.04], [2.40, -0.17, -0.16], [-0.32, 0.01, -0.79], [-1.23, -1.50, 2.61], [0.71, -0.31, 0.86], [2.01, 0.83, -4.15], [0.23, -0.77, 0.48], [0.78, -0.87, -0.82], [-0.72, -1.12, -1.72], [-1.89, 3.49, 2.12], [-0.33, -0.81, 1.51], [1.76, 0.69, -0.96], [-0.23, 0.61, -0.48], [-0.57, 0.14, -1.43], [0.19, -0.39, -0.28], [0.22, 0.77, 0.60], [-0.80, 0.26, 0.18], [0.28, 0.05, 1.98], [-0.80, -0.96, -0.13], [-0.88, -0.27, 1.63]], "total_energy_ha": -858.44452, "orbital_gap_ev": 10.06}



Record 3
{"formula": "C6H10O3S", "method": "ωB97M-V/def2-TZVPD", "elements": ["C", "C", "C", "C", "C", "C", "O", "O", "O", "S", "H", "H", "H", "H", "H", "H", "H", "H", "H", "H"], "coordinates": [[-1.3892, -2.0891, 0.1818], [-0.1104, -1.4663, -0.3726], [-0.1789, 1.1400, 0.2005], [1.0822, -1.0410, -0.0905], [1.0817, 0.4229, -0.4901], [2.3378, 1.1843, -0.0417], [-3.2432, 1.2602, 0.9490], [-2.4475, -1.1086, 0.1428], [-1.2880, 1.0655, -0.5716], [-2.9547, 0.4152, -0.1743], [-1.6995, -2.9445, -0.4966], [-1.1545, -2.3240, 1.2685], [-0.7035, -0.7087, -1.0644], [-0.3021, 0.7387, 1.1752], [0.1205, 2.2506, 0.2823], [1.8687, -1.3558, 0.5779], [0.9115, 0.5088, -1.5280], [3.2065, 0.9173, -0.6878], [2.6974, 0.9720, 1.0257], [2.1652, 2.1624, -0.2861]], "forces_ev_per_angstrom": [[2.43, -1.45, 0.76], [-5.10, 0.82, -1.97], [2.84, 1.81, -0.17], [0.53, 1.48, 0.35], [0.75, 0.71, 2.10], [1.49, -3.12, 0.11], [-0.61, -1.16, 0.28], [-1.61, 0.45, 0.35], [-3.79, -0.45, -2.15], [4.52, 0.76, 0.20], [0.00, 0.89, 1.31], [-1.03, -0.30, -1.29], [2.05, -1.71, 0.61], [-0.18, -0.34, 1.18], [-0.57, -1.41, 0.13], [-0.20, -0.58, 0.26], [0.09, 0.32, -1.29], [-0.48, -0.17, 0.40], [-0.93, 0.60, -1.35], [-0.19, 2.85, 0.18]], "total_energy_ha": -858.34086, "orbital_gap_ev": 9.52}



Record 4
{"formula": "C6H10OS", "method": "ωB97M-V/def2-TZVPD", "elements": ["C", "C", "S", "C", "C", "C", "C", "O", "H", "H", "H", "H", "H", "H", "H", "H", "H", "H"], "coordinates": [[-0.5485, 2.0676, 0.3009], [-0.5729, 0.6421, -0.1128], [-2.1385, -0.0454, -0.7334], [-1.1618, -0.4365, 0.7064], [-0.2732, -1.6253, 0.6690], [0.6358, -1.3877, -0.5755], [0.6534, 0.0964, -0.8020], [1.7822, 0.7182, -0.1174], [0.2399, 2.1470, 1.0744], [-0.2778, 2.6991, -0.4891], [-1.5575, 2.2934, 0.6774], [-1.4875, -0.2228, 1.7374], [-0.7964, -2.5506, 0.5791], [0.3059, -1.5758, 1.5646], [0.2957, -1.8828, -1.5220], [1.6291, -1.8240, -0.4163], [0.7335, 0.4387, -1.8761], [2.5385, 0.4484, -0.6648]], "forces_ev_per_angstrom": [[-0.35, -0.87, 1.92], [-0.10, -0.18, -0.59], [-0.35, -0.08, -0.31], [0.06, 0.45, 1.50], [0.59, 0.17, -1.75], [-0.12, -1.46, -0.86], [1.02, 1.38, -0.51], [0.09, -0.53, -0.66], [-0.59, 0.29, -0.18], [0.22, 0.99, -1.23], [0.53, 0.34, 0.06], [-0.50, 0.28, -0.75], [-0.35, -0.73, 0.23], [0.56, -0.33, 0.65], [-0.22, 0.24, 1.00], [-0.02, 0.39, 0.04], [-0.36, -0.62, 0.91], [-0.11, 0.27, 0.53]], "total_energy_ha": -708.02428, "orbital_gap_ev": 9.57, "smiles": "C[C@]12S[C@H]1CC[C@@H]2O"}



Record 5
{"formula": "C6H10OS", "method": "ωB97M-V/def2-TZVPD", "elements": ["C", "C", "S", "C", "O", "C", "C", "C", "H", "H", "H", "H", "H", "H", "H", "H", "H", "H"], "coordinates": [[-3.0226, -0.3375, -0.6756], [-2.3244, 0.1355, 0.3732], [-1.5002, 1.7011, 0.2546], [0.2619, 1.4400, 0.0631], [1.0508, 2.3527, 0.1911], [0.7615, 0.0294, -0.1827], [0.8503, -0.7898, 1.1076], [2.1596, 0.1107, -0.7934], [-3.2246, 0.2691, -1.5648], [-3.3796, -1.3586, -0.6526], [-2.1514, -0.4527, 1.3024], [0.1196, -0.4059, -0.9280], [-0.0467, -0.9778, 1.7065], [1.2260, -1.8156, 0.8536], [1.5916, -0.3776, 1.7913], [2.4468, -0.8417, -1.2556], [2.2941, 0.8944, -1.5137], [2.8873, 0.4243, -0.0771]], "forces_ev_per_angstrom": [[0.53, 0.39, 0.83], [0.45, -0.97, -0.72], [-0.35, 1.07, 0.33], [1.14, -0.30, 0.72], [-1.37, -0.21, -0.21], [0.55, 0.40, -0.08], [0.28, -1.46, 0.10], [0.10, -0.30, -0.31], [0.31, -0.28, 0.32], [-0.40, 0.09, 0.07], [-0.26, 0.45, -0.91], [-0.56, -0.51, -0.06], [-0.14, 0.40, -0.42], [-0.24, 0.81, 0.08], [0.03, 0.26, -0.10], [-0.02, 0.16, 0.26], [-0.54, 0.29, -0.78], [0.50, -0.28, 0.88]], "total_energy_ha": -708.00927, "orbital_gap_ev": 10.04, "smiles": "C=CSC(=O)C(C)C"}



Record 6
{"formula": "C6H10S", "method": "ωB97M-V/def2-TZVPD", "elements": ["C", "C", "C", "C", "C", "C", "S", "H", "H", "H", "H", "H", "H", "H", "H", "H", "H"], "coordinates": [[2.0209, -0.0248, 0.0664], [3.1337, -0.3713, 0.7226], [0.2030, -0.9932, -0.3346], [-0.3396, 0.3790, -0.0430], [-1.3879, 0.7807, -1.0764], [-0.8506, 0.5149, 1.3722], [1.2287, 1.4067, -0.3722], [4.0169, 0.3943, 0.9487], [3.4172, -1.3555, 0.9684], [0.2218, -1.4450, -1.2794], [0.0809, -1.7315, 0.4097], [-2.3910, 0.5480, -0.7530], [-1.2505, 0.5390, -2.1077], [-1.4615, 1.8141, -1.0261], [-1.4193, 1.3059, 1.4430], [-0.1281, 0.3332, 2.1151], [-1.5073, -0.3639, 1.4979]], "forces_ev_per_angstrom": [[-1.37, -3.63, 0.56], [1.15, 2.77, -0.66], [4.74, 1.79, 2.26], [0.18, 0.57, -1.86], [-0.59, -0.12, 1.25], [1.25, -5.16, -1.68], [-1.25, 0.73, -0.04], [-2.23, -1.29, -0.46], [-0.09, -1.14, 0.07], [0.03, 0.09, -1.56], [-0.37, -0.68, 0.97], [-0.42, -0.93, 0.05], [0.48, -0.60, -0.45], [0.08, 2.38, -0.19], [-2.59, 4.46, 0.93], [1.19, 0.50, 0.86], [-0.21, 0.27, -0.04]], "total_energy_ha": -632.65438, "orbital_gap_ev": 8.68}



Record 7
{"formula": "C6H10S2", "method": "ωB97M-V/def2-TZVPD", "elements": ["C", "C", "C", "C", "C", "C", "S", "S", "H", "H", "H", "H", "H", "H", "H", "H", "H", "H"], "coordinates": [[1.0521, -2.0474, 1.0638], [-2.4752, 2.0546, 0.8415], [0.6955, -0.7661, 1.0597], [-1.5285, 1.2629, 0.3929], [1.2457, -0.3543, -1.4518], [1.0905, 0.1961, -0.0111], [2.7165, 1.1267, 0.3190], [0.0981, 1.7823, 0.0321], [0.7940, -2.6989, 1.8270], [1.7147, -2.6332, 0.3074], [-3.3403, 1.5353, 1.3732], [-2.3777, 3.0669, 0.9674], [0.1300, -0.4766, 1.8678], [-1.8337, 0.2044, 0.2062], [1.6381, 0.4731, -2.0975], [1.8520, -1.1318, -1.6040], [0.2329, -0.5556, -2.0051], [3.0899, -0.0374, 0.9025]], "forces_ev_per_angstrom": [[1.87, -0.53, -2.58], [-1.91, -2.64, 1.50], [1.65, -1.42, -1.84], [-0.16, -1.51, -0.77], [-4.32, 4.09, -1.36], [0.13, 1.70, -1.13], [-0.11, -1.82, 0.77], [-0.32, -0.67, -0.38], [-0.75, -0.84, 1.62], [-1.24, 1.65, 0.94], [0.79, 0.98, -1.37], [0.32, 2.34, 0.42], [-1.21, 1.20, 1.62], [0.83, 0.72, 0.40], [-0.14, -0.57, 0.74], [2.40, -3.23, 0.00], [1.48, -0.01, 1.47], [0.68, 0.58, -0.05]], "total_energy_ha": -1030.88066, "orbital_gap_ev": 8.98}



Record 8
{"formula": "C6H11BO", "method": "ωB97M-V/def2-TZVPD", "elements": ["C", "C", "C", "B", "O", "C", "C", "C", "H", "H", "H", "H", "H", "H", "H", "H", "H", "H", "H"], "coordinates": [[-1.5609, 2.9882, -0.1749], [-0.4267, 2.3362, -0.2595], [0.9165, 2.9069, -0.4559], [-0.4235, 0.3691, -0.0310], [-0.2902, 0.3466, 1.3021], [-0.5305, -1.5803, -0.3849], [0.5095, -2.2898, 0.0766], [0.5803, -3.8180, 0.0683], [-2.4461, 2.3708, 0.0836], [-1.5188, 4.0966, -0.2348], [1.3883, 2.5004, -1.4802], [1.5553, 2.6457, 0.3671], [0.7609, 4.0686, -0.3893], [-0.3570, -0.4058, 1.8953], [-1.3075, -1.9643, -1.1078], [1.4311, -1.7428, 0.4664], [0.6564, -4.1781, 1.1909], [-0.3500, -4.3270, -0.4055], [1.4130, -4.3227, -0.5265]], "forces_ev_per_angstrom": [[-0.57, -0.16, 0.56], [0.40, -4.34, -1.02], [0.13, 1.47, -1.98], [-0.34, -0.68, 0.89], [0.20, 1.18, 1.12], [0.35, 3.18, -1.62], [0.51, 0.03, -0.37], [-0.61, -1.74, 0.55], [0.23, 1.15, -0.46], [-0.54, -0.79, 0.18], [-0.89, 1.27, 2.27], [0.51, -0.27, 0.27], [0.75, -1.93, -0.63], [0.04, -0.48, -0.68], [0.73, 0.09, 1.34], [-1.42, -0.82, -0.14], [-0.09, 0.50, -2.27], [1.22, 1.18, 1.02], [-0.60, 1.15, 0.95]], "total_energy_ha": -335.17258, "orbital_gap_ev": 9.65, "smiles": "C=C(C)B(O)/C=C/C"}



Record 9
{"formula": "C6H11BO", "method": "ωB97M-V/def2-TZVPD", "elements": ["B", "C", "C", "C", "C", "C", "C", "O", "H", "H", "H", "H", "H", "H", "H", "H", "H", "H", "H"], "coordinates": [[0.2623, 0.4028, 0.0100], [-3.2001, 0.1550, -0.2399], [1.0450, -0.5911, 0.9432], [1.0385, 0.7698, -1.2283], [2.4741, -0.4484, 0.4942], [2.5614, 0.2738, -0.9126], [-3.9192, -0.0891, 0.9785], [-3.4613, 0.3543, -1.4196], [1.0213, -0.5883, 1.9535], [0.5695, -1.5706, 0.5220], [0.6092, 0.3163, -2.1301], [1.2787, 1.9300, -1.4515], [2.9973, 0.3001, 1.1358], [2.9072, -1.4210, 0.4035], [2.9253, -0.3817, -1.8145], [3.2666, 1.1226, -0.9966], [-3.3844, 0.1918, 1.8151], [-4.9005, 0.4145, 1.0079], [-4.0908, -1.1410, 0.9294]], "forces_ev_per_angstrom": [[-0.48, 0.21, 1.53], [0.86, 0.80, -4.83], [-1.15, -0.73, -4.22], [3.10, 2.61, -1.26], [1.29, 1.77, -1.42], [-0.84, -1.34, -2.18], [-2.49, 0.47, -1.00], [0.24, -0.54, 3.79], [-0.83, -0.07, 3.18], [0.77, 1.14, 0.81], [0.14, 0.23, 0.03], [-1.57, -2.43, 0.44], [-0.09, -1.27, 0.16], [1.00, -0.35, 0.46], [-0.73, 0.66, 1.86], [-0.45, -0.36, 0.65], [1.29, 0.31, 1.73], [0.10, -0.13, -0.13], [-0.15, -0.99, 0.40]], "total_energy_ha": -335.09473, "orbital_gap_ev": [7.24, 10.22], "s2": 2.005, "multiplicity": 3}



Record 10
{"formula": "C6H11BrF2N3", "method": "ωB97M-V/def2-TZVPD", "elements": ["C", "C", "C", "C", "C", "C", "N", "N", "N", "F", "F", "Br", "H", "H", "H", "H", "H", "H", "H", "H", "H", "H", "H"], "coordinates": [[1.8838, -0.0419, -2.5494], [1.7527, 0.6568, -1.4739], [-1.3321, 1.2156, 0.7453], [-1.1840, 1.9374, 2.0054], [0.0748, -1.8359, -0.5922], [0.9453, -2.3879, 0.4819], [-0.5457, 0.1529, 0.5728], [-0.4494, -0.5261, -0.5946], [-2.0266, 1.7015, -0.2829], [0.4647, -2.3067, 1.7552], [2.1332, -1.6430, 0.5487], [2.3019, 1.8682, -0.2548], [2.6029, 0.1740, -3.3095], [1.1710, -0.9806, -2.5677], [-0.8036, 1.5065, 2.9069], [-2.1333, 2.2587, 2.4741], [-0.7831, 2.8417, 1.8057], [0.4275, -1.9819, -1.5608], [-0.8324, -2.6780, -0.5139], [1.2895, -3.4141, 0.3127], [-0.1491, -0.1982, 1.4065], [-2.6586, 2.5124, -0.1546], [-2.1494, 1.1685, -1.1609]], "forces_ev_per_angstrom": [[-1.53, -1.64, 0.51], [-0.96, -0.44, 0.98], [0.59, -0.62, -1.48], [-3.26, -0.78, 1.78], [-3.85, -2.51, 2.28], [3.02, 0.47, 0.56], [-0.98, -0.35, -0.41], [0.27, 1.83, -0.22], [-0.82, 0.21, 0.02], [-0.82, 0.14, -0.39], [-0.56, -0.12, -0.20], [-0.15, -0.11, -0.42], [0.35, -0.16, -0.55], [1.73, 2.15, -0.83], [1.22, -0.98, -0.19], [-0.37, -0.28, -0.89], [2.00, 2.91, -0.59], [0.95, -0.77, -1.32], [1.56, 2.12, -0.41], [-0.50, 0.08, -0.17], [0.84, -0.56, 1.00], [0.82, -0.92, 0.01], [0.46, 0.32, 0.92]], "total_energy_ha": -3172.80472, "orbital_gap_ev": [6.46, 8.87], "total_charge": 1}



Record 11
{"formula": "C6H11BrN2Si", "method": "ωB97M-V/def2-TZVPD", "elements": ["C", "C", "C", "C", "C", "C", "N", "N", "Si", "Br", "H", "H", "H", "H", "H", "H", "H", "H", "H", "H", "H"], "coordinates": [[-0.1170, 3.1428, -0.8046], [-1.4534, -0.0159, 0.1539], [-1.3966, 1.2164, 0.5347], [0.1139, -2.2185, 1.6191], [1.6270, 0.1295, -0.1188], [-0.0436, -1.9161, -1.7879], [-1.1312, 2.2761, 1.1250], [-0.5404, 3.2845, 0.3881], [0.1553, -0.9972, -0.0103], [-3.1510, -0.8256, -0.3105], [0.5468, 3.9471, -1.2211], [0.6356, -1.6374, 2.3585], [-0.9140, -2.5356, 2.0629], [0.6362, -3.0801, 1.3953], [1.5120, 1.1025, -0.6155], [1.8666, 0.5983, 0.8628], [2.5256, -0.4529, -0.4842], [-0.1933, -1.0634, -2.4753], [0.8089, -2.5566, -2.0094], [-1.0560, -2.4742, -1.6461], [-0.4314, 4.0763, 0.9834]], "forces_ev_per_angstrom": [[0.93, -0.66, -1.59], [-0.59, -0.28, -0.30], [0.25, 0.40, 0.54], [-2.42, 2.21, -0.86], [1.18, 0.63, 1.13], [-1.84, 0.64, 2.53], [-0.62, -1.38, 0.27], [0.40, 1.16, -0.56], [-1.05, -2.08, -0.40], [0.63, 0.38, 0.10], [-0.99, 0.03, 0.94], [0.29, 0.08, 0.57], [1.61, 0.86, -1.13], [1.28, -1.90, -0.33], [-0.35, -0.74, -0.96], [0.13, -0.96, 0.00], [-0.91, 0.84, 0.36], [0.21, -0.64, 0.02], [-0.26, 0.01, -0.20], [1.92, 0.66, -0.65], [0.21, 0.76, 0.52]], "total_energy_ha": -3208.07546, "orbital_gap_ev": 8.48}



Record 12
{"formula": "C6H11BrN2Si", "method": "ωB97M-V/def2-TZVPD", "elements": ["C", "Si", "C", "C", "N", "C", "C", "N", "C", "Br", "H", "H", "H", "H", "H", "H", "H", "H", "H", "H", "H"], "coordinates": [[2.2717, -0.2432, -0.1229], [0.5559, 0.5744, -0.0250], [0.3268, 1.4111, 1.6703], [0.2711, 1.7455, -1.4989], [-0.6217, -0.7196, -0.1083], [-0.5451, -2.0553, -0.0857], [-1.7673, -2.6645, -0.0059], [-2.7849, -1.7601, 0.0391], [-2.3575, -0.5827, -0.0031], [-3.1477, 1.0510, 0.0109], [3.0532, 0.4938, 0.0345], [2.3912, -1.0120, 0.6360], [2.4443, -0.7033, -1.0922], [-0.6572, 1.8595, 1.7688], [0.4401, 0.6896, 2.4759], [1.0607, 2.1952, 1.8267], [0.7166, 1.3550, -2.4104], [-0.7843, 1.9061, -1.6916], [0.7163, 2.7183, -1.3097], [0.4075, -2.5480, -0.1321], [-1.9899, -3.7107, 0.0235]], "forces_ev_per_angstrom": [[-0.69, 0.23, 0.00], [0.45, 0.45, 0.15], [0.11, -0.21, -0.72], [0.17, -0.35, 0.62], [-4.49, 0.77, 0.17], [-0.25, -0.48, 0.02], [0.63, -0.30, -0.03], [-0.90, 0.39, 0.04], [4.97, -0.77, -0.28], [-0.39, 0.57, 0.02], [0.11, 0.19, 0.03], [-0.02, -0.08, 0.16], [-0.03, -0.05, -0.17], [-0.18, 0.05, -0.05], [0.03, -0.18, 0.02], [0.18, 0.18, -0.01], [0.08, -0.16, -0.06], [-0.20, -0.03, 0.05], [0.12, 0.17, 0.07], [0.21, -0.15, 0.00], [0.09, -0.24, -0.01]], "total_energy_ha": -3208.25633, "orbital_gap_ev": 8.76, "smiles": "C[Si](C)(C)n1ccnc1Br"}